Entry 1:
This record from the OMol25 dataset describes C8H12F12HfN4O20S4 as an isolated structure in a non-equilibrium geometry. The level of theory is ωB97M-V/def2-TZVPD.

Geometry as XYZ:
```
61
Properties=species:S:1:pos:R:3
Hf 0.476 -0.038 0.140
C 0.677 3.754 -2.953
F 0.874 3.187 -4.140
F 1.840 3.856 -2.330
F 0.196 4.964 -3.192
S -0.474 2.723 -1.891
O -0.903 3.642 -0.838
O -1.506 2.144 -2.726
O 0.471 1.737 -1.317
C 1.653 -4.338 -0.399
F 1.110 -4.550 -1.575
F 1.749 -5.462 0.290
F 2.879 -3.882 -0.536
S 0.578 -3.106 0.563
O 1.467 -2.002 1.034
O -0.172 -2.267 -0.390
O -0.103 -3.807 1.627
C -4.064 -0.253 -1.583
F -3.191 -0.673 -2.494
F -4.734 0.796 -2.031
F -4.938 -1.227 -1.346
S -3.155 0.268 0.009
O -3.647 1.587 0.349
O -3.405 -0.778 0.995
O -1.735 0.264 -0.397
C 3.948 0.962 -2.266
F 3.220 0.886 -3.343
F 5.210 0.751 -2.550
F 3.842 2.164 -1.756
S 3.290 -0.255 -0.967
O 2.802 0.560 0.156
O 1.983 -0.758 -1.418
O 4.167 -1.340 -0.688
C 2.514 -0.079 4.388
N 2.465 0.620 3.093
O 3.355 1.331 2.762
O 1.495 0.406 2.379
H 1.814 0.429 5.044
H 3.529 -0.109 4.763
H 2.150 -1.073 4.148
C -1.043 -2.104 -4.223
N -0.208 -1.036 -3.618
O -0.362 -0.812 -2.443
O 0.644 -0.549 -4.327
H -1.928 -1.573 -4.577
H -1.362 -2.753 -3.413
H -0.541 -2.621 -5.029
C -2.043 3.459 2.283
N -0.779 2.698 2.266
O -0.060 2.804 3.230
O -0.607 1.842 1.418
H -2.309 3.496 3.332
H -2.731 3.079 1.534
H -1.752 4.468 1.976
C -2.328 -2.029 3.336
N -1.127 -1.177 3.267
O -0.566 -0.820 4.264
O -0.773 -0.889 2.131
H -2.431 -2.408 4.345
H -2.276 -2.767 2.544
H -3.143 -1.346 3.089
```

For the HOMO energy, the calculation gives -10.32 eV. For the HOMO-LUMO gap, the calculation gives 0.3375 Eh.

Atom charges from the Mulliken analysis, given in e for atoms 1 to 6: Hf 4.34; C 0.49; F -0.22; F -0.22; F -0.21; S 1.01

Entry 2:
This record from the OMol25 dataset describes C8H12F12NO13S4Ti as an isolated structure in a non-equilibrium geometry. The level of theory is ωB97M-V/def2-TZVPD.

Geometry as XYZ:
```
51
Properties=species:S:1:pos:R:3
Ti -1.074 0.005 1.663
C 3.704 1.024 -4.444
C 3.753 0.147 -3.207
C 2.317 -0.153 -2.701
O 2.378 -0.992 -1.502
C 1.198 -1.388 -0.913
N 4.474 -1.124 -3.426
H 5.281 -1.193 -4.028
H 4.704 -1.498 -2.516
H 3.835 -1.786 -3.843
H 4.684 1.444 -4.669
H 3.001 1.832 -4.242
H 3.254 0.605 -5.344
H 4.412 0.606 -2.470
H 1.744 -0.690 -3.457
H 1.849 0.772 -2.366
H 0.959 -0.581 -0.221
H 1.314 -2.259 -0.268
H 0.397 -1.675 -1.595
C -5.276 2.102 3.382
F -5.327 3.273 2.793
F -5.768 2.301 4.668
F -5.898 1.211 2.658
S -3.404 1.658 3.692
O -2.757 1.316 2.441
O -2.734 2.813 4.261
O -3.409 0.486 4.555
C 2.045 3.778 0.250
F 2.427 3.003 -0.744
F 2.927 3.730 1.274
F 1.978 5.080 -0.158
S 0.275 3.236 0.819
O 0.425 1.899 1.372
O -0.083 4.178 1.928
O -0.548 3.378 -0.383
C 0.367 -4.026 4.141
F 0.668 -3.436 5.286
F 1.601 -4.317 3.542
F -0.361 -5.116 4.370
S -0.706 -2.888 2.960
O 0.134 -1.678 2.681
O -1.101 -3.614 1.759
O -1.827 -2.515 3.854
C -3.915 -1.755 -1.546
F -3.613 -2.706 -2.508
F -4.996 -1.136 -2.087
F -4.246 -2.402 -0.398
S -2.492 -0.413 -1.388
O -3.086 0.951 -1.208
O -1.849 -0.845 -0.136
O -1.634 -0.642 -2.580
```

For the HOMO energy (spin up / spin down), the calculation gives 0.00 / -4.81 eV. As for the multiplicity: 4. For the HOMO-LUMO gap (spin up / spin down), the calculation gives 0.1580 / 0.3296 Eh. As for the net charge: -2. As for the energy above the lowest of the compared OMol25 structures with the same formula, charge and spin: 75.4 kcal/mol.

Atom charges from the Mulliken analysis, given in e for atoms 1 to 6: Ti 1.62; C -1.38; C -1.26; C -0.79; O -0.15; C -0.41

Entry 3:
This record from the OMol25 dataset describes an isolated ion of composition C8H12F3NP and charge +1 in a non-equilibrium geometry. The level of theory is ωB97M-V/def2-TZVPD.

Geometry as XYZ:
```
25
Properties=species:S:1:pos:R:3
C 2.234 -1.437 0.237
C 0.900 -0.952 -0.253
C -0.242 -1.745 0.469
C -1.480 -1.386 0.613
C -1.908 -0.112 0.213
C -3.430 0.113 0.027
F -3.768 1.387 -0.157
F -3.886 -0.682 -1.003
F -4.182 -0.394 1.054
N -1.167 0.908 -0.103
P 0.489 0.837 -0.270
C 0.909 1.637 -1.868
C 1.416 1.765 1.145
H 2.462 -1.285 1.381
H 3.261 -1.014 -0.121
H 2.433 -2.479 0.180
H 0.824 -1.244 -1.324
H 0.004 -2.792 0.873
H -2.244 -2.136 1.036
H 0.051 2.491 -1.952
H 0.691 0.747 -2.597
H 1.964 2.036 -1.870
H 1.528 2.875 1.071
H 2.357 1.335 1.169
H 0.785 1.525 2.048
```

For the HOMO energy, the calculation gives -14.58 eV. For the HOMO-LUMO gap, the calculation gives 0.3493 Eh. As for the net charge: +1. As for the energy above the lowest of the compared OMol25 structures with the same formula, charge and spin: 3.2 kcal/mol.

Atom charges from the Mulliken analysis, given in e for atoms 1 to 6: C -1.61; C 0.74; C -0.57; C -0.48; C 0.47; C 0.74

Entry 4:
This record from the OMol25 dataset describes a 2-piece molecular cluster, C8H12FN overall in a non-equilibrium geometry. The level of theory is ωB97M-V/def2-TZVPD.

Geometry as XYZ:
```
22
Properties=species:S:1:pos:R:3
C 1.262 0.597 -0.587
C 0.429 1.464 0.033
C -0.185 -1.252 -0.455
C 0.956 -0.801 -0.884
C -1.206 -0.300 0.103
C -0.689 1.004 0.654
C 1.960 -1.608 -1.789
C -1.585 1.895 1.440
N 0.391 0.269 2.629
F -0.315 -0.906 3.002
H 2.216 1.081 -1.043
H 0.728 2.473 0.346
H -0.574 -2.230 -0.529
H -2.034 0.034 -0.631
H -1.746 -0.861 0.994
H 1.905 -1.288 -2.875
H 1.644 -2.686 -1.696
H 2.992 -1.498 -1.494
H -2.314 1.348 1.962
H -2.083 2.704 0.749
H -0.926 2.477 2.152
H 1.130 -0.151 2.044
```

For the HOMO energy (spin up / spin down), the calculation gives -6.43 / -9.24 eV. As for the multiplicity: 3. For the HOMO-LUMO gap (spin up / spin down), the calculation gives 0.2722 / 0.2909 Eh. As for the energy above the lowest of the compared OMol25 structures with the same formula, charge and spin: 0.0 kcal/mol.

Atom charges from the Mulliken analysis, given in e for atoms 1 to 6: C -0.59; C -0.12; C -0.92; C 1.12; C -0.35; C 0.29

Entry 5:
This record from the OMol25 dataset describes an isolated ion of composition C8H12N and charge +1 in a non-equilibrium geometry. The level of theory is ωB97M-V/def2-TZVPD.

Geometry as XYZ:
```
21
Properties=species:S:1:pos:R:3
C -0.817 -1.436 1.861
C 0.279 -0.412 1.860
C 0.797 -1.785 -0.458
C -0.987 -0.079 -1.778
C 1.034 1.745 -0.875
C 0.027 -1.118 0.627
C -0.261 -0.834 -0.778
C -0.207 1.293 -1.616
N -0.350 2.118 -0.451
H -0.845 -2.455 2.238
H -1.666 -0.966 1.661
H 0.011 0.647 2.216
H 1.213 -0.611 2.397
H 1.868 -1.550 -0.426
H 0.704 -2.861 -0.657
H -1.014 -0.369 -2.826
H -1.891 0.309 -1.437
H 1.676 1.115 -0.138
H 1.577 2.583 -1.280
H -0.621 1.520 0.355
H -0.525 3.147 -0.495
```

For the HOMO energy (spin up / spin down), the calculation gives -12.00 / -12.76 eV. For the HOMO-LUMO gap (spin up / spin down), the calculation gives 0.2629 / 0.3068 Eh. As for the net charge: +1. As for the energy above the lowest of the compared OMol25 structures with the same formula, charge and spin: 126.8 kcal/mol.

Atom charges from the Mulliken analysis, given in e for atoms 1 to 6: C -0.70; C -0.78; C -0.56; C -0.35; C -0.26; C 0.63

Entry 6:
This record from the OMol25 dataset describes C8H12N2O in the gas phase in a non-equilibrium geometry. The level of theory is ωB97M-V/def2-TZVPD.

Geometry as XYZ:
```
23
Properties=species:S:1:pos:R:3
C 1.230 -2.438 -0.319
C 0.651 -1.275 0.376
C -0.765 -0.806 -0.056
C -0.852 0.795 0.012
C -1.506 1.521 -1.189
C -1.358 1.327 1.333
N 0.645 1.055 -0.032
O 1.009 2.230 -0.189
C 1.426 -0.021 0.030
C 2.807 -0.015 -0.008
N 3.939 0.014 0.021
H 0.483 -3.040 -0.781
H 1.786 -3.202 0.431
H 1.877 -2.137 -1.080
H 0.602 -1.344 1.497
H -1.002 -1.121 -0.992
H -1.476 -1.171 0.625
H -2.227 2.354 -0.872
H -2.130 0.794 -1.871
H -0.723 2.094 -1.856
H -1.021 2.459 1.312
H -0.943 0.849 2.127
H -2.451 1.075 1.479
```

For the HOMO energy (spin up / spin down), the calculation gives -8.93 / -8.93 eV. For the HOMO-LUMO gap (spin up / spin down), the calculation gives 0.3310 / 0.3310 Eh. As for the energy above the lowest of the compared OMol25 structures with the same formula, charge and spin: 81.7 kcal/mol.

Atom charges from the Mulliken analysis, given in e for atoms 1 to 6: C -1.54; C 0.97; C -1.69; C 1.33; C -1.36; C -1.64

Entry 7:
This record from the OMol25 dataset describes a 2-piece molecular cluster, C8H12N2O overall in a non-equilibrium geometry. The level of theory is ωB97M-V/def2-TZVPD.

Geometry as XYZ:
```
23
Properties=species:S:1:pos:R:3
C -0.067 -0.851 -1.232
C -0.477 -1.587 -0.044
C -0.862 0.235 -1.296
C -1.610 -0.989 0.477
C 2.013 0.468 0.222
C -1.859 0.208 -0.333
C 2.962 -0.627 0.211
C -2.835 1.268 -0.021
N 0.970 0.327 1.092
N -0.015 1.124 0.943
O 2.001 1.396 -0.570
H 0.709 -1.251 -1.883
H 0.022 -2.337 0.460
H -0.961 0.946 -2.173
H -2.039 -1.325 1.370
H 3.612 -0.702 1.132
H 2.511 -1.637 0.111
H 3.618 -0.605 -0.660
H -3.702 0.900 0.562
H -3.036 1.741 -1.035
H -2.238 1.868 0.557
H 0.890 -0.468 1.858
H 0.393 1.898 0.253
```

For the HOMO energy (spin up / spin down), the calculation gives -7.56 / -7.63 eV. For the HOMO-LUMO gap (spin up / spin down), the calculation gives 0.2536 / 0.2784 Eh. As for the energy above the lowest of the compared OMol25 structures with the same formula, charge and spin: 108.7 kcal/mol.

Atom charges from the Mulliken analysis, given in e for atoms 1 to 6: C -0.32; C -0.76; C -0.80; C -0.65; C 0.69; C 0.77

Entry 8:
This record from the OMol25 dataset describes a 2-piece molecular cluster, C8H12N2O2 overall in a non-equilibrium geometry. The level of theory is ωB97M-V/def2-TZVPD.

Geometry as XYZ:
```
24
Properties=species:S:1:pos:R:3
C 1.618 -2.172 0.560
C 0.799 -1.288 0.791
O -0.045 -0.313 0.751
C -1.053 -0.357 -0.381
C -2.335 0.019 0.242
C -0.582 0.641 -1.458
C -1.191 -1.714 -1.063
H 2.137 -3.057 0.787
H -2.402 1.085 0.289
H -3.222 -0.238 -0.256
H -2.246 -0.403 1.355
H -0.502 1.663 -1.099
H -1.426 0.550 -2.088
H 0.167 0.380 -2.242
H -1.663 -1.438 -1.941
H -0.282 -2.206 -1.306
H -1.784 -2.392 -0.447
N 0.616 3.271 1.273
C 1.128 2.249 1.472
C 1.872 0.996 1.607
N 2.933 0.675 0.983
O 3.322 1.485 -0.050
H 1.547 0.306 2.445
H 2.595 2.257 -0.224
```

For the HOMO energy, the calculation gives -9.29 eV. For the HOMO-LUMO gap, the calculation gives 0.3574 Eh. As for the energy above the lowest of the compared OMol25 structures with the same formula, charge and spin: 175.3 kcal/mol.

Atom charges from the Mulliken analysis, given in e for atoms 1 to 6: C -0.32; C 0.01; O -0.35; C 1.68; C -1.61; C -1.68

Repeat the first record exactly.
This record from the OMol25 dataset describes C8H12F12HfN4O20S4 as an isolated structure in a non-equilibrium geometry. The level of theory is ωB97M-V/def2-TZVPD.

Geometry as XYZ:
```
61
Properties=species:S:1:pos:R:3
Hf 0.476 -0.038 0.140
C 0.677 3.754 -2.953
F 0.874 3.187 -4.140
F 1.840 3.856 -2.330
F 0.196 4.964 -3.192
S -0.474 2.723 -1.891
O -0.903 3.642 -0.838
O -1.506 2.144 -2.726
O 0.471 1.737 -1.317
C 1.653 -4.338 -0.399
F 1.110 -4.550 -1.575
F 1.749 -5.462 0.290
F 2.879 -3.882 -0.536
S 0.578 -3.106 0.563
O 1.467 -2.002 1.034
O -0.172 -2.267 -0.390
O -0.103 -3.807 1.627
C -4.064 -0.253 -1.583
F -3.191 -0.673 -2.494
F -4.734 0.796 -2.031
F -4.938 -1.227 -1.346
S -3.155 0.268 0.009
O -3.647 1.587 0.349
O -3.405 -0.778 0.995
O -1.735 0.264 -0.397
C 3.948 0.962 -2.266
F 3.220 0.886 -3.343
F 5.210 0.751 -2.550
F 3.842 2.164 -1.756
S 3.290 -0.255 -0.967
O 2.802 0.560 0.156
O 1.983 -0.758 -1.418
O 4.167 -1.340 -0.688
C 2.514 -0.079 4.388
N 2.465 0.620 3.093
O 3.355 1.331 2.762
O 1.495 0.406 2.379
H 1.814 0.429 5.044
H 3.529 -0.109 4.763
H 2.150 -1.073 4.148
C -1.043 -2.104 -4.223
N -0.208 -1.036 -3.618
O -0.362 -0.812 -2.443
O 0.644 -0.549 -4.327
H -1.928 -1.573 -4.577
H -1.362 -2.753 -3.413
H -0.541 -2.621 -5.029
C -2.043 3.459 2.283
N -0.779 2.698 2.266
O -0.060 2.804 3.230
O -0.607 1.842 1.418
H -2.309 3.496 3.332
H -2.731 3.079 1.534
H -1.752 4.468 1.976
C -2.328 -2.029 3.336
N -1.127 -1.177 3.267
O -0.566 -0.820 4.264
O -0.773 -0.889 2.131
H -2.431 -2.408 4.345
H -2.276 -2.767 2.544
H -3.143 -1.346 3.089
```

For the HOMO energy, the calculation gives -10.32 eV. For the HOMO-LUMO gap, the calculation gives 0.3375 Eh.

Atom charges from the Mulliken analysis, given in e for atoms 1 to 6: Hf 4.34; C 0.49; F -0.22; F -0.22; F -0.21; S 1.01